1.
The following is a DFT calculation (ωB97M-V with the def2-TZVPD basis set) of a 3-piece molecular cluster, C35H67IN2O5 overall.

Summary:
⟨S²⟩ ... 2.0082
HOMO-LUMO gap (alpha / beta) ... 8.632 / 9.615 eV

ORCA input file:
```
! wB97M-V def2-TZVPD RIJCOSX def2/J DEFGRID3
* xyz 0 3
C -6.532 -1.996 1.454
C -6.258 -2.946 2.625
C -6.873 -2.485 3.946
C -5.904 -1.784 4.888
C -5.226 -0.542 4.287
C -3.872 -0.786 3.642
C -2.823 -1.376 4.592
C -2.571 -2.892 4.419
C -1.085 -3.170 4.139
C -0.762 -3.164 2.643
C -0.121 -1.872 2.144
C 0.426 -2.045 0.707
C -0.139 -1.112 -0.364
C -1.626 -0.885 -0.251
O -2.097 -0.165 -1.422
C -2.957 -0.857 -2.201
O -2.596 -1.325 -3.266
C -4.407 -1.047 -1.774
C -5.121 0.085 -1.048
O -6.275 0.373 -1.319
I -4.146 1.212 0.500
H -7.488 -1.510 1.581
H -6.488 -2.532 0.516
H -5.773 -1.222 1.410
H -5.191 -3.062 2.755
H -6.638 -3.920 2.347
H -7.218 -3.376 4.462
H -7.751 -1.868 3.796
H -6.487 -1.442 5.735
H -5.163 -2.475 5.270
H -5.069 0.162 5.095
H -5.903 -0.070 3.584
H -3.505 0.189 3.345
H -3.968 -1.370 2.735
H -1.893 -0.852 4.424
H -3.155 -1.197 5.608
H -2.815 -3.414 5.333
H -3.143 -3.298 3.601
H -0.858 -4.164 4.514
H -0.454 -2.479 4.682
H -0.060 -3.963 2.447
H -1.665 -3.335 2.068
H -0.819 -1.048 2.235
H 0.717 -1.645 2.793
H 1.491 -1.870 0.738
H 0.262 -3.070 0.404
H 0.045 -1.569 -1.327
H 0.357 -0.149 -0.331
H -1.843 -0.266 0.604
H -2.171 -1.820 -0.153
H -4.957 -1.177 -2.690
H -4.513 -1.973 -1.225
C 3.920 2.364 -4.352
C 3.993 0.824 -4.225
C 4.330 0.205 -5.582
C 3.168 0.246 -6.575
C 1.907 -0.364 -5.963
C 1.532 0.250 -4.615
N 2.709 0.271 -3.696
O 2.901 -0.896 -3.181
C 0.970 1.670 -4.819
C 0.398 -0.546 -3.984
C 5.118 0.533 -3.241
H 3.274 2.793 -3.586
H 4.908 2.803 -4.219
H 3.568 2.700 -5.325
H 4.630 -0.838 -5.439
H 5.196 0.722 -6.002
H 2.976 1.272 -6.900
H 3.440 -0.310 -7.474
H 1.067 -0.253 -6.651
H 2.064 -1.439 -5.837
H 0.811 2.163 -3.859
H 0.009 1.613 -5.328
H 1.600 2.311 -5.430
H 0.642 -1.603 -3.880
H -0.491 -0.481 -4.606
H 0.144 -0.154 -3.001
H 4.895 0.945 -2.255
H 6.038 0.993 -3.601
H 5.307 -0.533 -3.132
C 4.511 4.075 1.474
C 4.408 2.534 1.555
C 4.620 1.920 0.170
C 3.435 2.122 -0.775
C 2.137 1.646 -0.127
C 1.887 2.263 1.248
N 3.089 2.119 2.119
O 3.158 0.920 2.593
C 1.486 3.742 1.096
C 0.694 1.582 1.904
C 5.528 2.084 2.485
H 3.950 4.549 2.278
H 5.548 4.393 1.578
H 4.164 4.482 0.525
H 4.800 0.845 0.276
H 5.524 2.343 -0.272
H 3.351 3.172 -1.069
H 3.605 1.562 -1.696
H 1.290 1.870 -0.779
H 2.176 0.555 -0.033
H 1.420 4.227 2.071
H 0.507 3.810 0.622
H 2.164 4.321 0.474
H 0.821 0.502 1.974
H -0.203 1.763 1.312
H 0.518 1.968 2.909
H 5.390 2.489 3.488
H 6.480 2.444 2.099
H 5.594 1.000 2.558
*
```

=====

2.
The following is a DFT calculation (ωB97M-V with the def2-TZVPD basis set) of a single C4H5IN4 molecule.

Summary:
HOMO-LUMO gap ... 9.245 eV

ORCA input file:
```
! wB97M-V def2-TZVPD RIJCOSX def2/J DEFGRID3
* xyz 0 1
C 0.173 -0.914 0.167
C 0.641 0.395 0.133
C 0.446 -3.176 0.400
C -0.520 2.558 -0.388
N -1.143 -0.865 -0.145
N -1.485 0.348 -0.359
N 0.929 -2.013 0.478
N -0.431 1.141 -0.204
I 2.525 1.178 0.479
H 1.090 -4.000 0.668
H -0.572 -3.396 0.083
H 0.139 2.879 -1.197
H -1.553 2.787 -0.641
H -0.239 3.080 0.527
*
```

=====

3.
The following is a DFT calculation (ωB97M-V with the def2-TZVPD basis set) of a single C8H16N3P molecule.

Summary:
HOMO-LUMO gap ... 7.388 eV

ORCA input file:
```
! wB97M-V def2-TZVPD RIJCOSX def2/J DEFGRID3
* xyz 0 1
C 2.727 -0.889 1.261
C 2.077 -0.670 2.484
C 0.719 -0.149 0.839
C -1.664 0.426 0.706
C 0.114 0.508 3.280
C 1.215 1.323 -1.841
C -1.567 0.246 -2.353
C 0.519 -1.581 -2.306
N 1.865 -0.582 0.269
N -0.355 0.237 0.104
N 0.842 -0.128 2.147
P 0.090 -0.107 -1.565
H 3.639 -1.466 1.003
H 2.419 -0.843 3.515
H -1.677 -0.094 1.700
H -2.251 -0.127 -0.034
H -1.798 1.498 0.757
H 0.930 0.829 4.004
H -0.453 1.357 2.903
H -0.647 -0.150 3.784
H 2.174 0.992 -1.474
H 1.368 1.745 -2.787
H 0.741 2.067 -1.109
H -2.051 1.138 -2.087
H -1.274 0.360 -3.358
H -2.293 -0.542 -2.249
H 1.485 -2.004 -2.340
H -0.298 -2.057 -2.682
*
```

=====

4.
The following is a DFT calculation (ωB97M-V with the def2-TZVPD basis set) of a 2-piece molecular cluster, C8H12O2 overall.

Summary:
HOMO-LUMO gap ... 9.118 eV

ORCA input file:
```
! wB97M-V def2-TZVPD RIJCOSX def2/J DEFGRID3
* xyz 0 1
C 2.208 -1.031 -1.372
C -1.228 -1.046 0.271
C -0.888 -1.304 1.607
C -0.255 -0.999 -0.701
C 1.138 -0.993 -0.350
C 0.509 -1.253 1.998
C 1.473 -1.174 0.968
O -1.819 -1.453 2.644
H -2.304 -0.964 0.078
H -0.638 -0.889 -1.688
H 0.908 -1.411 3.007
H -2.809 -1.249 2.145
H 1.714 -0.587 -2.246
H 2.382 -2.153 -1.678
H 2.532 -1.286 1.267
H 3.205 -0.595 -1.227
C -0.968 3.463 -0.953
O -1.705 2.235 -0.619
H -1.278 1.474 -0.225
H -0.510 3.865 0.063
H -1.618 4.125 -1.470
H -0.051 3.225 -1.518
*
```

=====

5.
The following is a DFT calculation (ωB97M-V with the def2-TZVPD basis set) of a single C3H4FN3O3S molecule.

Summary:
HOMO-LUMO gap (alpha / beta) ... 8.062 / 8.061 eV

ORCA input file:
```
! wB97M-V def2-TZVPD RIJCOSX def2/J DEFGRID3
* xyz 0 1
C -0.869 0.312 -0.325
C 0.181 2.210 -0.141
C 1.386 -1.144 0.407
N -1.010 1.554 -0.271
N 1.184 1.226 -0.310
N 0.754 -0.020 -0.401
O 0.427 3.363 0.050
O -3.006 -0.956 -1.281
O -1.153 -2.217 -0.249
F -2.503 -0.705 1.146
S -1.932 -1.041 -0.398
H 2.357 -1.378 -0.046
H 1.351 -0.637 1.438
H 0.768 -2.013 0.325
H 2.064 1.446 0.056
*
```

=====

6.
The following is a DFT calculation (ωB97M-V with the def2-TZVPD basis set) of C3H4CsLiO4 as an isolated structure.

Summary:
⟨S²⟩ ... 0.7529
HOMO-LUMO gap (alpha / beta) ... 8.166 / 8.940 eV

ORCA input file:
```
! wB97M-V def2-TZVPD RIJCOSX def2/J DEFGRID3
* xyz 1 2
H 3.109 -0.911 4.201
C 2.232 -0.299 4.422
C 1.026 -0.528 5.185
O 1.061 -0.433 3.723
H 0.775 -1.529 5.546
H 0.526 0.313 5.669
O -1.137 0.485 -3.172
C -1.312 0.761 -4.367
O -2.023 -0.117 -5.114
Cs -0.413 -0.220 0.453
H -1.971 -0.995 -4.717
Li -1.081 1.764 -6.815
O -0.792 1.710 -5.015
*
```

=====

7.
The following is a DFT calculation (ωB97M-V with the def2-TZVPD basis set) of C6H6INOS as an isolated structure.

Summary:
HOMO-LUMO gap (alpha / beta) ... 6.782 / 6.250 eV

ORCA input file:
```
! wB97M-V def2-TZVPD RIJCOSX def2/J DEFGRID3
* xyz 0 1
C -1.847 1.491 -1.132
C -0.616 0.888 -0.879
C -2.509 1.718 0.023
C -0.233 0.892 0.400
C 1.056 -2.283 0.700
C 0.857 0.374 0.972
N 1.933 -2.337 -0.168
O 0.232 -2.827 1.323
S -1.569 1.337 1.376
I 2.726 0.821 -0.077
H -2.316 1.528 -2.154
H -0.020 0.383 -1.644
H -3.573 2.120 0.039
H 0.952 0.417 2.024
H 2.477 -1.280 -0.298
H 2.448 -3.243 -0.505
*
```

=====

8.
The following is a DFT calculation (ωB97M-V with the def2-TZVPD basis set) of a 2-piece molecular cluster, C15H30BBrN3O7P2 overall.

Summary:
HOMO-LUMO gap ... 6.094 eV

ORCA input file:
```
! wB97M-V def2-TZVPD RIJCOSX def2/J DEFGRID3
* xyz 1 1
C -3.649 0.234 3.477
C -5.085 1.035 3.382
B -5.263 1.895 1.955
O -6.584 2.523 1.717
C -3.952 1.982 0.965
C -2.617 2.858 1.279
Br -2.362 3.933 2.941
C -1.590 2.716 0.046
N -1.845 1.881 -1.118
P -0.511 1.831 -2.361
O -0.861 2.825 -3.553
N -2.893 1.121 -1.474
C -3.915 1.219 -0.434
C -5.306 0.356 -0.794
C -5.105 -0.591 -2.157
C -4.300 -1.965 -1.768
N -2.909 -2.269 -2.289
O -4.904 -2.862 -0.943
H -2.768 0.898 3.925
H -3.336 -0.304 2.468
H -3.796 -0.646 4.269
H -5.963 0.243 3.446
H -5.117 1.805 4.284
H -7.231 1.775 1.525
H -0.580 3.331 0.111
H 0.717 2.167 -1.670
H -0.403 0.449 -2.757
H -5.570 -0.427 0.067
H -6.208 1.071 -1.051
H -6.211 -0.913 -2.463
H -4.674 0.002 -3.068
H -2.952 -3.193 -2.809
H -2.734 -1.547 -3.028
O 3.122 -0.494 -1.698
P 4.527 -0.280 -1.085
O 4.729 -1.874 -0.689
C 5.191 -2.730 -1.724
C 6.620 -2.412 -2.129
O 3.887 0.304 0.340
C 2.553 0.800 0.406
C 1.567 -0.313 0.734
O 6.098 -0.042 -0.400
C 6.323 0.081 1.005
C 5.887 -1.112 1.849
H 4.521 -2.660 -2.587
H 5.141 -3.756 -1.346
H 6.687 -1.420 -2.587
H 6.991 -3.143 -2.853
H 7.282 -2.411 -1.257
H 2.286 1.324 -0.519
H 2.519 1.551 1.201
H 1.713 -1.205 0.121
H 0.537 0.034 0.602
H 1.694 -0.634 1.774
H 5.875 1.013 1.369
H 7.404 0.203 1.131
H 4.811 -1.300 1.797
H 6.127 -0.935 2.904
H 6.386 -2.024 1.522
*
```

=====

9.
The following is a DFT calculation (ωB97M-V with the def2-TZVPD basis set) of a 2-piece molecular cluster, C4H7N2OS overall.

Summary:
HOMO-LUMO gap ... 7.943 eV

ORCA input file:
```
! wB97M-V def2-TZVPD RIJCOSX def2/J DEFGRID3
* xyz 1 1
C -1.943 -0.966 0.072
C 1.213 0.635 1.002
C -2.459 0.401 -0.174
C -0.138 0.210 0.557
N -0.738 -1.000 0.522
N 2.461 -0.416 -0.659
O 1.403 1.818 0.776
S -1.099 1.530 0.043
H -2.551 -1.857 -0.129
H 1.736 0.097 1.766
H -2.840 0.565 -1.289
H -3.257 0.659 0.556
H 1.979 -0.994 -1.342
H 3.338 -0.831 -0.341
H 2.897 0.149 -1.358
*
```

=====

10.
The following is a DFT calculation (ωB97M-V with the def2-TZVPD basis set) of a single C2H3N3O2 molecule.

Summary:
⟨S²⟩ ... 2.0080
HOMO-LUMO gap (alpha / beta) ... 8.686 / 7.047 eV

ORCA input file:
```
! wB97M-V def2-TZVPD RIJCOSX def2/J DEFGRID3
* xyz 0 3
C 0.041 2.129 -0.084
C -0.535 0.816 0.211
N 0.764 2.994 -0.244
N 0.151 -0.390 -0.029
N -0.801 1.000 1.700
O -0.774 0.052 2.470
O -1.077 2.152 1.958
H -1.596 0.661 -0.213
H 1.131 -0.497 0.116
H -0.302 -0.913 -0.781
*
```

=====

11.
The following is a DFT calculation (ωB97M-V with the def2-TZVPD basis set) of C30H41BrF19I2NO10P as an isolated structure.

Summary:
HOMO-LUMO gap ... 7.875 eV

ORCA input file:
```
! wB97M-V def2-TZVPD RIJCOSX def2/J DEFGRID3
* xyz 1 1
C -2.750 0.810 -4.838
C -2.312 0.749 -3.370
O -1.089 1.494 -3.207
C -0.950 2.323 -2.122
O -2.037 3.185 -1.896
C 0.276 3.280 -2.407
I 1.955 2.207 -3.314
C -0.099 4.467 -3.338
O 0.762 4.710 -4.436
C 1.410 5.900 -4.491
F 1.960 5.999 -5.675
F 0.588 6.932 -4.295
F 2.374 5.986 -3.564
C 0.726 3.586 -1.024
I 1.848 5.184 -0.428
N 0.286 2.690 -0.177
Br 0.772 2.796 1.610
C -0.594 1.647 -0.742
C -1.943 1.414 0.003
C -2.433 2.501 0.988
C -3.880 2.980 0.712
C -3.910 4.502 0.740
O -5.198 5.011 0.384
C -5.197 5.774 -0.754
C -6.023 5.171 -1.853
O -4.589 6.807 -0.835
C 0.039 0.250 -0.900
C 0.670 -0.349 0.389
P 2.445 -0.683 0.419
O 2.699 -1.814 1.331
O 3.256 0.595 0.932
C 3.797 1.593 0.049
C 4.674 2.517 0.873
O 2.806 -0.960 -1.100
C 3.835 -1.954 -1.371
C 5.199 -1.591 -0.820
H -3.639 1.426 -4.963
H -1.955 1.288 -5.413
H -2.902 -0.181 -5.255
H -3.105 1.153 -2.741
H -2.158 -0.288 -3.074
H -2.545 3.278 -2.709
H -0.217 5.357 -2.720
H -1.061 4.231 -3.785
H -1.886 0.474 0.553
H -2.721 1.262 -0.739
H -2.401 2.092 1.997
H -1.798 3.386 0.963
H -4.524 2.622 1.516
H -4.255 2.619 -0.244
H -3.620 4.874 1.725
H -3.152 4.872 0.040
H -5.411 4.428 -2.370
H -6.380 5.937 -2.533
H -6.867 4.643 -1.411
H 0.748 0.188 -1.719
H -0.811 -0.374 -1.173
H 0.291 -1.369 0.484
H 0.374 0.159 1.304
H 4.400 1.133 -0.734
H 2.985 2.137 -0.433
H 5.225 1.936 1.611
H 5.365 3.059 0.227
H 4.084 3.256 1.418
H 3.889 -2.025 -2.456
H 3.510 -2.917 -0.984
H 5.863 -2.446 -0.959
H 5.634 -0.748 -1.359
H 5.174 -1.374 0.247
C -3.779 -1.931 5.652
C -3.705 -0.391 5.689
C -4.787 0.427 4.971
F -4.793 0.200 3.641
F -4.520 1.740 5.158
F -2.482 0.018 5.281
F -3.837 -0.050 6.999
O -2.953 -2.624 4.727
C -3.326 -2.914 3.448
C -2.413 -2.210 2.439
F -2.449 -0.867 2.632
F -2.842 -2.459 1.180
F -4.620 -2.648 3.212
F -3.145 -4.236 3.255
H -3.382 -2.236 6.618
H -4.810 -2.283 5.616
H -5.775 0.204 5.381
H -1.383 -2.553 2.544
C 3.690 -6.737 1.544
C 5.208 -6.737 1.805
C 6.054 -5.729 1.015
F 6.006 -5.956 -0.312
F 7.346 -5.847 1.397
F 5.719 -7.974 1.644
F 5.352 -6.397 3.115
O 3.148 -7.664 0.609
C 3.102 -7.329 -0.726
C 3.922 -8.291 -1.594
F 5.203 -8.334 -1.198
F 3.878 -7.852 -2.873
F 3.453 -6.039 -0.888
F 1.822 -7.452 -1.141
H 3.250 -7.026 2.497
H 3.338 -5.728 1.338
H 5.722 -4.706 1.218
H 3.494 -9.293 -1.534
*
```

=====

12.
The following is a DFT calculation (ωB97M-V with the def2-TZVPD basis set) of a single C5H13NO molecule.

Summary:
HOMO-LUMO gap ... 10.647 eV

ORCA input file:
```
! wB97M-V def2-TZVPD RIJCOSX def2/J DEFGRID3
* xyz 0 1
C 0.980 -0.192 -0.335
C -0.090 -1.065 0.276
C -1.124 -0.258 1.286
C 0.688 0.235 -1.769
C -2.048 0.730 0.611
N 2.276 -0.797 -0.277
O 1.072 1.060 0.555
H 0.619 1.830 0.171
H 2.420 -1.197 0.646
H 2.961 -0.047 -0.347
H -0.703 -1.558 -0.484
H 0.346 -1.839 0.918
H -0.608 0.190 2.138
H -1.714 -1.089 1.686
H -0.284 0.730 -1.835
H 1.436 0.949 -2.128
H 0.677 -0.626 -2.447
H -2.924 0.910 1.246
H -1.560 1.689 0.431
H -2.417 0.347 -0.344
*
```

=====

no.,DFT total energy (eV)
1,-58696.2385
2,-18288.3092
3,-22311.9377
4,-12583.6584
5,-27338.0599
6,-12112.2460
7,-28788.6443
8,-124125.0354
9,-20115.2467
10,-10680.2448
11,-200899.3718
12,-8933.2292